{"formula": "C36H81N3O36S9", "method": "ωB97M-V with the def2-TZVPD basis set", "energy_ev": -214334.0790, "largest_force_ev_per_a": 2.66, "charge": 0, "de_lowest_kcal_mol": 0.0, "elements": ["C", "C", "N", "C", "C", "C", "C", "H", "H", "H", "H", "H", "H", "H", "H", "H", "H", "H", "H", "H", "H", "H", "C", "C", "N", "C", "C", "C", "C", "H", "H", "H", "H", "H", "H", "H", "H", "H", "H", "H", "H", "H", "H", "H", "C", "C", "N", "C", "C", "C", "C", "H", "H", "H", "H", "H", "H", "H", "H", "H", "H", "H", "H", "H", "H", "H", "C", "C", "O", "S", "O", "O", "O", "H", "H", "H", "H", "C", "C", "O", "S", "O", "O", "O", "H", "H", "H", "H", "C", "C", "O", "S", "O", "O", "O", "H", "H", "H", "H", "C", "C", "O", "S", "O", "O", "O", "H", "H", "H", "H", "C", "C", "O", "S", "O", "O", "O", "H", "H", "H", "H", "C", "C", "O", "S", "O", "O", "O", "H", "H", "H", "H", "C", "C", "O", "S", "O", "O", "O", "H", "H", "H", "H", "C", "C", "O", "S", "O", "O", "O", "H", "H", "H", "H", "C", "C", "O", "S", "O", "O", "O", "H", "H", "H", "H"], "xyz": [[-25.654, -2.871, 32.950], [-24.732, -3.485, 33.993], [-24.776, -2.767, 35.259], [-23.984, -3.447, 36.261], [-22.473, -3.300, 36.045], [-26.112, -2.420, 35.724], [-27.007, -3.616, 36.026], [-26.710, -2.903, 33.198], [-25.481, -3.229, 31.933], [-25.426, -1.807, 32.800], [-24.907, -4.574, 34.059], [-23.726, -3.431, 33.567], [-24.166, -2.962, 37.225], [-24.254, -4.508, 36.396], [-22.096, -3.564, 35.060], [-22.302, -2.218, 36.075], [-21.965, -3.794, 36.868], [-26.572, -1.832, 34.928], [-26.023, -1.691, 36.534], [-26.842, -4.033, 37.021], [-26.878, -4.385, 35.263], [-28.075, -3.385, 35.966], [-23.611, 2.364, 27.156], [-24.787, 1.600, 27.754], [-24.302, 0.541, 28.673], [-24.784, -0.781, 28.291], [-24.212, -1.243, 26.954], [-24.687, 0.817, 30.049], [-23.858, 1.903, 30.724], [-23.098, 1.728, 26.435], [-22.899, 2.644, 27.928], [-24.019, 3.264, 26.688], [-25.394, 2.272, 28.373], [-25.504, 1.190, 27.040], [-24.468, -1.495, 29.056], [-25.882, -0.888, 28.267], [-24.338, -2.318, 26.821], [-24.735, -0.767, 26.120], [-23.159, -0.970, 26.876], [-24.584, -0.086, 30.663], [-25.766, 1.009, 30.163], [-24.175, 2.884, 30.362], [-22.791, 1.764, 30.544], [-23.966, 1.917, 31.809], [-17.879, 1.463, 36.089], [-18.484, 0.671, 37.252], [-18.169, -0.745, 37.184], [-18.211, -1.461, 38.439], [-19.615, -1.855, 38.911], [-18.883, -1.402, 36.102], [-18.348, -2.779, 35.743], [-18.548, 1.641, 35.248], [-16.996, 0.891, 35.802], [-17.562, 2.457, 36.409], [-18.110, 1.050, 38.207], [-19.569, 0.868, 37.329], [-17.565, -2.344, 38.439], [-17.764, -0.812, 39.199], [-20.273, -0.992, 39.005], [-20.056, -2.600, 38.243], [-19.653, -2.375, 39.873], [-18.803, -0.801, 35.192], [-19.970, -1.400, 36.285], [-18.763, -3.033, 34.765], [-18.614, -3.586, 36.427], [-17.266, -2.767, 35.608], [-26.087, -8.421, 34.950], [-26.963, -9.281, 34.075], [-27.490, -8.355, 33.108], [-27.725, -6.919, 33.768], [-29.062, -6.886, 34.273], [-27.245, -5.850, 32.968], [-26.766, -7.161, 35.044], [-25.091, -8.250, 34.538], [-25.984, -8.783, 35.971], [-27.836, -9.679, 34.595], [-26.395, -10.075, 33.601], [-23.755, -7.306, 31.958], [-23.808, -5.808, 31.620], [-23.171, -5.618, 30.358], [-23.112, -6.999, 29.543], [-21.840, -7.063, 28.914], [-24.324, -7.156, 28.815], [-23.149, -7.954, 30.818], [-24.749, -7.738, 32.077], [-23.126, -7.563, 32.807], [-23.388, -5.244, 32.445], [-24.855, -5.547, 31.466], [-23.366, 0.641, 35.018], [-24.146, 1.110, 36.216], [-23.810, 2.475, 36.386], [-22.980, 3.093, 35.135], [-21.627, 3.240, 35.560], [-23.609, 4.212, 34.533], [-23.139, 1.794, 34.202], [-23.723, -0.228, 34.475], [-22.348, 0.405, 35.364], [-23.939, 0.472, 37.073], [-25.209, 1.004, 35.970], [-30.424, 0.853, 33.938], [-29.438, 0.205, 34.880], [-28.271, 0.075, 34.055], [-28.651, -0.139, 32.493], [-28.548, -1.526, 32.189], [-27.963, 0.814, 31.702], [-30.214, 0.149, 32.726], [-30.327, 1.934, 33.837], [-31.432, 0.653, 34.305], [-29.730, -0.772, 35.269], [-29.184, 0.820, 35.742], [-19.396, -5.955, 30.781], [-18.558, -4.727, 31.076], [-18.568, -4.616, 32.495], [-20.053, -4.969, 33.023], [-20.919, -3.844, 32.975], [-19.980, -5.740, 34.217], [-20.368, -6.010, 31.828], [-18.824, -6.883, 30.746], [-19.918, -5.868, 29.831], [-19.106, -3.879, 30.656], [-17.547, -4.808, 30.694], [-30.281, -4.139, 41.658], [-29.133, -3.134, 41.938], [-28.851, -2.547, 40.643], [-29.409, -3.534, 39.517], [-28.601, -4.705, 39.470], [-29.714, -2.802, 38.345], [-30.762, -3.774, 40.360], [-31.084, -4.006, 42.377], [-29.970, -5.181, 41.676], [-28.198, -3.600, 42.249], [-29.388, -2.334, 42.625], [-20.903, -6.759, 38.234], [-20.165, -7.569, 37.175], [-21.150, -8.006, 36.244], [-22.618, -7.381, 36.505], [-23.479, -8.336, 37.119], [-23.039, -6.718, 35.323], [-22.107, -6.329, 37.585], [-20.374, -5.876, 38.575], [-21.234, -7.385, 39.064], [-19.691, -8.428, 37.649], [-19.431, -7.001, 36.606], [-30.854, -4.640, 35.101], [-30.305, -3.873, 33.863], [-31.210, -2.760, 33.715], [-32.599, -3.082, 34.439], [-33.336, -4.052, 33.700], [-33.262, -1.904, 34.869], [-31.815, -3.726, 35.671], [-30.138, -4.800, 35.901], [-31.351, -5.568, 34.831], [-30.364, -4.447, 32.943], [-29.323, -3.442, 34.030], [-25.414, -4.598, 40.168], [-24.239, -5.602, 40.248], [-23.046, -4.854, 40.189], [-23.262, -3.271, 40.381], [-22.612, -2.559, 39.342], [-23.119, -2.878, 41.738], [-24.836, -3.322, 40.007], [-26.002, -4.660, 41.087], [-26.081, -4.839, 39.345], [-24.342, -6.281, 39.401], [-24.267, -6.219, 41.146]]}